{
  "formula": "C40H98Cl4N6",
  "method": "ωB97M-V/def2-TZVPD",
  "smiles": "CCN(CC)CC.CCN(CC)CC.CCN(CC)CC.CCN(CC)CC.CCN(CC)CC.CCN(CC)CC.ClCCCl.ClCCCl",
  "homo_energy_ev": -8.038,
  "lumo_energy_ev": 0.478,
  "spin_multiplicity": 1,
  "homo_lumo_gap_ev": 8.5,
  "species": ["Cl", "C", "C", "Cl", "H", "H", "H", "H", "Cl", "C", "C", "Cl", "H", "H", "H", "H", "C", "C", "N", "C", "C", "C", "C", "H", "H", "H", "H", "H", "H", "H", "H", "H", "H", "H", "H", "H", "H", "H", "C", "C", "N", "C", "C", "C", "C", "H", "H", "H", "H", "H", "H", "H", "H", "H", "H", "H", "H", "H", "H", "H", "C", "C", "N", "C", "C", "C", "C", "H", "H", "H", "H", "H", "H", "H", "H", "H", "H", "H", "H", "H", "H", "H", "C", "C", "N", "C", "C", "C", "C", "H", "H", "H", "H", "H", "H", "H", "H", "H", "H", "H", "H", "H", "H", "H", "C", "C", "N", "C", "C", "C", "C", "H", "H", "H", "H", "H", "H", "H", "H", "H", "H", "H", "H", "H", "H", "H", "C", "C", "N", "C", "C", "C", "C", "H", "H", "H", "H", "H", "H", "H", "H", "H", "H", "H", "H", "H", "H", "H"],
  "xyz": [[13.59210, 11.62725, 11.59745], [15.04750, 12.57855, 11.57321], [14.90001, 13.88837, 10.88045], [15.04486, 13.55761, 9.09688], [15.79775, 12.00830, 11.03539], [15.33193, 12.63451, 12.57897], [15.70502, 14.53121, 11.23649], [13.91994, 14.19603, 11.03612], [19.26860, 15.21278, 17.62823], [17.89106, 16.38177, 17.87301], [18.29869, 17.83916, 17.89200], [18.85876, 18.46114, 16.32293], [17.43023, 16.23458, 18.81359], [17.10493, 16.21435, 17.03038], [19.06294, 18.05248, 18.64175], [17.43115, 18.41404, 18.18065], [19.60708, 14.29048, 8.37399], [19.78332, 13.42892, 9.60351], [19.05976, 14.08561, 10.68303], [18.62428, 13.13110, 11.77473], [19.75631, 12.47340, 12.49877], [19.66615, 15.29771, 11.13808], [18.87675, 16.09138, 12.15614], [20.25537, 15.20920, 8.30024], [18.55714, 14.67191, 8.41535], [19.84510, 13.57759, 7.56647], [19.30543, 12.48238, 9.31028], [20.86090, 13.20044, 9.86236], [18.16598, 13.70795, 12.57809], [17.91197, 12.38950, 11.35069], [20.61965, 13.15774, 12.57187], [19.41153, 12.04512, 13.43858], [20.08685, 11.61840, 11.90178], [19.88986, 15.90993, 10.27385], [20.71480, 15.12468, 11.56400], [18.71675, 15.64066, 13.10944], [17.85153, 16.37582, 11.85098], [19.45415, 16.95897, 12.41141], [14.61246, 15.07402, 16.09893], [15.56526, 14.00595, 15.54402], [15.36304, 12.62102, 15.85862], [15.49539, 12.27209, 17.35069], [16.82255, 12.84378, 17.91818], [14.15925, 12.09572, 15.28126], [14.13257, 10.60316, 15.15339], [13.55173, 14.89959, 15.83382], [14.90268, 16.07591, 15.73438], [14.76796, 15.13053, 17.21414], [15.41951, 14.04293, 14.45127], [16.60722, 14.30887, 15.65808], [14.66158, 12.69930, 17.94923], [15.51498, 11.21254, 17.38980], [16.84010, 12.56463, 18.97237], [17.67716, 12.57012, 17.30916], [16.66423, 13.91281, 17.87632], [14.06094, 12.49319, 14.30242], [13.23835, 12.39969, 15.83378], [13.27990, 10.24244, 14.55588], [14.02290, 10.18419, 16.15112], [15.12595, 10.36821, 14.77505], [24.75588, 13.21639, 14.17316], [24.07127, 14.45568, 13.74500], [24.98119, 15.66256, 13.90996], [25.16854, 16.19742, 15.26400], [24.04363, 17.03857, 15.90834], [24.75063, 16.71071, 12.90306], [25.06587, 16.31499, 11.46015], [25.07237, 13.20705, 15.22471], [25.67814, 12.96450, 13.60359], [24.03272, 12.39105, 14.00423], [23.79993, 14.37447, 12.68701], [23.14039, 14.69835, 14.24576], [25.44516, 15.33466, 15.92036], [26.08949, 16.82891, 15.29962], [23.83556, 17.94665, 15.27912], [23.12040, 16.42133, 15.94425], [24.23196, 17.33797, 16.92156], [25.37032, 17.52248, 13.13838], [23.67965, 17.01750, 12.93283], [24.81507, 17.14951, 10.82925], [24.58786, 15.40776, 11.04223], [26.14348, 16.14173, 11.37580], [13.02422, 16.07764, 13.35549], [11.96820, 16.73870, 14.29549], [11.90838, 18.18840, 14.10342], [10.89277, 18.51640, 13.12096], [11.05108, 19.82293, 12.44860], [11.89269, 19.00856, 15.33161], [13.11684, 18.90087, 16.16734], [12.75002, 16.14961, 12.28940], [13.18911, 14.98014, 13.45985], [13.99320, 16.57258, 13.61407], [10.93176, 16.37774, 14.13663], [12.26770, 16.47292, 15.38019], [10.82606, 17.73678, 12.36391], [9.91449, 18.52853, 13.64490], [12.05260, 19.85303, 12.01837], [10.31936, 19.93878, 11.69758], [10.95864, 20.69183, 13.03696], [11.00011, 18.74681, 15.97486], [11.81246, 20.04197, 15.00806], [13.11525, 19.76294, 16.79410], [13.96186, 18.94424, 15.42570], [13.06814, 18.03422, 16.89304], [19.33161, 8.77596, 8.81460], [18.91186, 9.31420, 10.16049], [17.84718, 8.62868, 10.79748], [16.56275, 8.88026, 10.17500], [15.45120, 7.92078, 10.65379], [17.81334, 9.05719, 12.20331], [18.75286, 8.22525, 12.97070], [18.91806, 9.30497, 7.92871], [19.13403, 7.71466, 8.75417], [20.45603, 8.93611, 8.73134], [19.78243, 9.37705, 10.85422], [18.63887, 10.32383, 10.07579], [16.27918, 9.84656, 10.47229], [16.64407, 8.87214, 9.11048], [15.61241, 6.94595, 10.15318], [15.38837, 7.71478, 11.69608], [14.52181, 8.26575, 10.20379], [16.83396, 9.05416, 12.60453], [18.09948, 10.12625, 12.34891], [18.85084, 8.61464, 13.95426], [19.76199, 8.34554, 12.60608], [18.47292, 7.17026, 12.98297], [25.22507, 11.51488, 10.09620], [23.85022, 12.06654, 9.78881], [23.70190, 12.54509, 8.44482], [23.54345, 14.01377, 8.43075], [24.93791, 14.59898, 8.66523], [22.69700, 11.85568, 7.61004], [23.08665, 12.03495, 6.13831], [26.01478, 12.26392, 10.14471], [25.45586, 10.72959, 9.40579], [25.27770, 11.10923, 11.10483], [23.08663, 11.27949, 9.96201], [23.68905, 12.94453, 10.46047], [23.21978, 14.29791, 7.44085], [22.80834, 14.32159, 9.16792], [24.97531, 15.67760, 8.83276], [25.36834, 14.20808, 9.58773], [25.49343, 14.43293, 7.80725], [21.62836, 12.09575, 7.76851], [22.79607, 10.80175, 7.85265], [22.80125, 13.05256, 5.76648], [22.63011, 11.28363, 5.51700], [24.17317, 12.01967, 6.07542]]
}